No. 1
A gas-phase ion, C3H10N3S (charge +1) at a distorted geometry, computed with ωB97M-V/def2-TZVPD.

Each line ends with the natural charge from an NBO analysis.
Cartesian coordinates (Å):
C -2.239 0.123 0.714  -0.40
C 2.539 -0.504 -0.373  -0.69
C -0.156 -0.863 -0.149  -0.51
N 0.890 1.854 -0.002  -0.28
N 0.223 1.681 0.902  -0.08
N -1.517 -0.718 -0.311  -0.52
S 0.917 0.077 -1.156  0.56
H -3.219 0.435 0.301  0.22
H -2.352 -0.374 1.633  0.24
H -1.602 0.980 0.659  0.24
H 3.304 0.213 -0.605  0.25
H 2.898 -1.449 -0.919  0.27
H 2.140 -0.722 0.635  0.25
H 0.295 -1.454 0.588  0.23
H 1.526 2.576 -0.197  0.38
H -2.073 -1.580 -0.407  0.43
H -1.576 -0.276 -1.313  0.44

Results
energy relative to the best compared isomer or geometry (same formula, charge and spin): 592.9 kJ/mol
net charge: +1

=====

No. 2
8 unconnected molecules or ions with the total composition C48H46F7NO2Si at a distorted geometry, computed with ωB97M-V/def2-TZVPD.

Each line ends with the Löwdin charge.
Cartesian coordinates (Å):
C -3.593 -4.527 3.690  -0.06
C -3.662 -3.500 2.575  -0.23
Si -1.970 -2.747 2.025  0.60
C -1.931 -0.824 1.942  -0.22
C -0.401 -0.416 1.406  -0.40
C -0.066 1.186 1.572  -0.08
O -0.264 -0.752 -0.050  -0.15
O -1.649 -3.424 0.396  -0.21
C -0.384 -4.180 0.600  -0.21
N 0.905 -4.440 0.660  0.12
H -2.533 -4.790 4.163  0.06
H -4.528 -5.092 4.109  0.07
H -4.696 -3.211 2.060  0.08
H -0.933 -3.219 2.969  0.02
H -2.758 -0.404 1.216  0.11
H -2.053 -0.276 2.970  0.10
H 0.331 -1.131 1.981  0.13
H 1.003 1.385 1.079  0.10
H -0.873 1.764 0.914  0.11
H -0.066 1.572 2.682  0.09
H 0.320 -1.578 -0.120  0.10
F -4.274 -0.821 -6.016  0.03
C -3.592 -0.931 -4.868  -0.29
C -2.402 -0.230 -4.709  -0.02
C -1.695 -0.341 -3.512  -0.07
C -2.181 -1.161 -2.490  -0.08
C -3.374 -1.864 -2.662  -0.07
C -4.087 -1.745 -3.855  -0.02
H -2.036 0.395 -5.516  0.11
H -0.767 0.209 -3.374  0.11
H -1.627 -1.250 -1.559  0.07
H -3.748 -2.505 -1.867  0.10
H -5.020 -2.277 -4.002  0.11
F 0.578 3.697 2.445  0.03
C -0.250 4.679 2.061  -0.29
C 0.237 5.716 1.274  0.00
C -0.626 6.735 0.871  -0.07
C -1.965 6.711 1.268  -0.10
C -2.443 5.668 2.063  -0.08
C -1.583 4.643 2.457  -0.02
H 1.282 5.723 0.982  0.10
H -0.256 7.547 0.249  0.11
H -2.636 7.508 0.957  0.10
H -3.485 5.653 2.374  0.10
H -1.940 3.820 3.066  0.11
F 2.942 6.602 -0.509  0.05
C 3.975 6.616 0.344  -0.30
C 4.620 5.425 0.657  -0.01
C 5.699 5.440 1.542  -0.08
C 6.114 6.646 2.112  -0.09
C 5.457 7.835 1.795  -0.08
C 4.385 7.822 0.902  -0.02
H 4.278 4.496 0.211  0.12
H 6.215 4.515 1.787  0.09
H 6.952 6.656 2.805  0.10
H 5.779 8.772 2.243  0.10
H 3.869 8.739 0.638  0.11
F -5.612 -4.856 0.557  0.05
C -5.197 -5.919 -0.144  -0.29
C -3.964 -6.492 0.147  -0.02
C -3.534 -7.602 -0.580  -0.08
C -4.337 -8.121 -1.598  -0.10
C -5.571 -7.535 -1.886  -0.08
C -6.006 -6.432 -1.152  -0.02
H -3.349 -6.070 0.936  0.09
H -2.575 -8.062 -0.355  0.11
H -3.999 -8.984 -2.168  0.10
H -6.193 -7.938 -2.682  0.11
H -6.966 -5.971 -1.357  0.11
F -3.016 5.320 -9.071  0.06
C -3.385 4.180 -8.473  -0.29
C -3.691 4.186 -7.117  -0.02
C -4.080 3.000 -6.495  -0.08
C -4.148 1.817 -7.235  -0.10
C -3.835 1.820 -8.595  -0.07
C -3.457 3.008 -9.219  -0.02
H -3.624 5.113 -6.556  0.11
H -4.328 2.996 -5.436  0.11
H -4.448 0.891 -6.749  0.08
H -3.885 0.897 -9.168  0.11
H -3.218 3.030 -10.277  0.11
F 4.041 -2.045 5.165  0.06
C 3.369 -3.192 4.996  -0.29
C 2.961 -3.917 6.110  -0.02
C 2.257 -5.108 5.935  -0.09
C 1.979 -5.567 4.645  -0.10
C 2.397 -4.835 3.533  -0.10
C 3.091 -3.638 3.709  -0.02
H 3.194 -3.549 7.104  0.11
H 1.927 -5.678 6.799  0.10
H 1.434 -6.499 4.508  0.10
H 2.183 -5.196 2.530  0.06
H 3.416 -3.052 2.856  0.11
F 7.314 2.829 0.568  0.05
C 7.306 1.569 1.021  -0.29
C 8.416 0.758 0.809  -0.02
C 8.410 -0.553 1.285  -0.08
C 7.288 -1.042 1.960  -0.09
C 6.178 -0.222 2.164  -0.08
C 6.189 1.092 1.698  -0.02
H 9.274 1.152 0.275  0.12
H 9.275 -1.193 1.131  0.11
H 7.282 -2.066 2.328  0.10
H 5.305 -0.606 2.687  0.10
H 5.338 1.746 1.855  0.11

Results
electronic energy: -83001.6166 eV
structure (SMILES): C=C[Si@H](C[C@H](C)O)OC#N.Fc1ccccc1.Fc1ccccc1.Fc1ccccc1.Fc1ccccc1.Fc1ccccc1.Fc1ccccc1.Fc1ccccc1

=====

No. 3
C6H12 in the gas phase at a distorted geometry, computed with ωB97M-V/def2-TZVPD.

Each line ends with the natural charge from an NBO analysis.
Cartesian coordinates (Å):
C -1.669 -1.051 0.963  -0.41
C -0.620 -0.306 0.468  0.03
C -0.970 1.065 -0.196  -0.43
C -0.543 0.936 -1.752  -0.61
C 0.777 -0.448 1.060  -0.44
C 2.072 -0.420 0.089  -0.62
H -1.563 -1.986 1.439  0.18
H -2.799 -0.950 0.871  0.20
H -2.061 1.303 -0.139  0.22
H -0.286 1.749 0.407  0.20
H -1.203 0.256 -2.341  0.21
H -0.500 1.858 -2.250  0.20
H 0.551 0.585 -1.731  0.20
H 0.846 -1.407 1.662  0.21
H 0.780 0.299 1.853  0.21
H 2.241 0.540 -0.385  0.21
H 3.003 -0.740 0.608  0.22
H 1.945 -1.284 -0.626  0.21

Results
energy relative to the best compared isomer or geometry (same formula, charge and spin): 201.2 kJ/mol
structure (SMILES): C=C(CC)CC

=====

No. 4
A molecular structure, C35H63N14OPS2Sc, computed with ωB97M-V/def2-TZVPD.

Each line ends with the Löwdin charge.
Cartesian coordinates (Å):
Sc -0.289 -0.179 0.212  0.99
N -2.772 2.258 1.514  0.13
C -2.083 1.582 2.449  -0.68
N -1.270 0.560 2.203  -0.01
C -0.755 0.079 3.409  -0.34
C -1.094 0.776 4.512  -0.31
S -2.174 2.049 4.103  1.15
C -0.008 -1.173 3.360  -0.34
C 0.519 -1.865 4.397  -0.31
S 1.146 -3.365 3.841  1.14
C 0.666 -2.951 2.245  -0.69
N 0.089 -1.784 2.120  0.02
N 0.833 -3.821 1.191  0.08
H -2.991 1.765 0.655  0.08
H -3.424 2.966 1.813  0.12
H -0.832 0.582 5.537  0.09
H 0.532 -1.612 5.442  0.09
H 1.470 -4.589 1.346  0.11
H 0.968 -3.336 0.308  0.06
C 5.294 -1.213 1.272  -0.01
N 4.076 -0.437 1.511  -0.12
C 4.028 0.385 2.717  0.00
C 2.989 -0.529 0.727  -0.39
N 1.833 0.005 0.974  0.07
N 3.189 -1.244 -0.453  0.18
C 2.228 -1.774 -1.274  -0.50
N 2.713 -2.330 -2.401  0.21
N 0.968 -1.769 -0.950  0.03
H 5.935 -0.743 0.522  0.11
H 5.059 -2.236 0.983  0.10
H 5.852 -1.263 2.202  0.10
H 5.043 0.552 3.065  0.11
H 3.461 -0.109 3.510  0.11
H 3.592 1.361 2.509  0.06
H 1.831 0.462 1.883  0.06
H 4.146 -1.359 -0.745  0.14
H 3.687 -2.299 -2.649  0.13
H 2.093 -2.796 -3.041  0.13
H 0.404 -2.175 -1.692  0.08
C -2.723 0.998 -4.624  0.01
N -1.508 0.239 -4.302  -0.16
C -0.712 -0.305 -5.405  0.01
C -1.112 0.134 -3.074  -0.23
N -0.754 0.040 -1.974  0.13
H -3.415 0.354 -5.164  0.10
H -2.460 1.857 -5.240  0.10
H -3.185 1.342 -3.702  0.10
H -1.329 -0.987 -5.989  0.10
H 0.142 -0.844 -5.003  0.09
H -0.362 0.508 -6.041  0.10
C -5.063 -4.034 0.474  0.02
N -4.067 -2.983 0.330  -0.07
C -4.367 -1.595 0.025  0.01
C -2.971 -1.031 -0.029  -0.46
O -2.633 0.153 -0.194  -0.09
N -2.052 -1.984 0.150  0.14
C -2.744 -3.136 0.379  -0.36
N -2.139 -4.287 0.623  0.25
H -6.012 -3.575 0.741  0.11
H -4.787 -4.703 1.287  0.10
H -5.186 -4.597 -0.451  0.11
H -4.959 -1.121 0.810  0.16
H -4.885 -1.478 -0.930  0.16
H -1.134 -4.298 0.765  0.08
H -2.663 -5.129 0.795  0.13
C -1.963 5.847 -2.090  -0.18
C -2.246 5.455 -0.647  -0.18
C -1.042 4.730 -0.025  -0.19
C -0.236 3.943 -1.077  -0.43
C -1.182 3.426 -2.165  -0.22
C -1.786 4.596 -2.959  -0.18
P 0.783 2.588 -0.353  1.11
C 1.703 3.298 1.103  -0.42
C 0.931 3.254 2.423  -0.22
C 1.869 3.451 3.624  -0.18
C 3.017 4.417 3.311  -0.18
C 2.576 5.411 2.248  -0.18
C 2.356 4.692 0.913  -0.18
C 2.195 2.373 -1.561  -0.40
C 2.763 3.677 -2.195  -0.18
C 2.401 3.802 -3.671  -0.18
C 3.040 2.675 -4.488  -0.17
C 3.095 1.373 -3.674  -0.19
C 1.947 1.345 -2.673  -0.24
H -1.059 6.461 -2.123  0.12
H -2.763 6.471 -2.488  0.12
H -3.132 4.811 -0.617  0.11
H -2.490 6.333 -0.050  0.12
H -1.390 4.050 0.751  0.07
H -0.391 5.452 0.470  0.11
H 0.467 4.631 -1.557  0.10
H -1.971 2.840 -1.677  0.10
H -0.669 2.743 -2.843  0.07
H -2.752 4.295 -3.370  0.11
H -1.146 4.827 -3.814  0.11
H 2.523 2.574 1.197  0.07
H 0.413 2.301 2.529  0.06
H 0.156 4.022 2.416  0.11
H 2.265 2.483 3.946  0.09
H 1.288 3.827 4.468  0.12
H 3.892 3.872 2.939  0.11
H 3.344 4.924 4.217  0.12
H 3.315 6.200 2.113  0.12
H 1.657 5.908 2.571  0.12
H 3.323 4.566 0.425  0.11
H 1.761 5.323 0.253  0.09
H 2.970 1.947 -0.910  0.10
H 3.852 3.660 -2.104  0.13
H 2.445 4.563 -1.657  0.08
H 2.723 4.772 -4.049  0.13
H 1.312 3.786 -3.782  0.10
H 4.044 2.963 -4.802  0.12
H 2.469 2.513 -5.404  0.11
H 4.045 1.300 -3.132  0.11
H 3.055 0.509 -4.341  0.10
H 1.809 0.356 -2.236  0.06
H 1.018 1.563 -3.204  0.08

Results
energy relative to the best compared isomer or geometry (same formula, charge and spin): 9.7 kJ/mol
net charge: +3

=====

No. 5
C25H32N4O4 in the gas phase, computed with ωB97M-V/def2-TZVPD.

Each line ends with the natural charge from an NBO analysis.
Cartesian coordinates (Å):
C 3.074 4.422 -0.937  -0.64
C 2.302 4.443 0.379  -0.06
O 1.548 3.267 0.596  -0.50
C 2.171 2.122 0.989  0.28
C 3.518 2.004 1.311  -0.29
C 4.034 0.796 1.752  -0.19
C 3.218 -0.309 1.888  -0.23
C 1.876 -0.210 1.566  -0.23
C 1.349 0.984 1.100  0.16
N -0.025 1.075 0.789  -0.47
C -0.997 0.633 1.776  -0.29
C -1.833 -0.484 1.139  0.71
O -1.295 -1.435 0.597  -0.68
N -3.161 -0.343 1.245  -0.59
C -4.084 -1.184 0.509  -0.06
C -4.553 -0.483 -0.782  -0.43
C -5.936 0.066 -0.443  -0.40
C -6.529 -1.027 0.442  -0.40
C -5.358 -1.450 1.334  -0.41
C -0.552 1.465 -0.402  0.73
O -1.761 1.588 -0.518  -0.66
C 0.391 1.643 -1.568  -0.51
C -0.147 0.877 -2.781  -0.38
C -0.256 -0.621 -2.487  -0.50
C 1.109 -1.207 -2.167  0.69
O 2.075 -1.021 -2.879  -0.63
N 1.129 -1.951 -1.025  -0.64
C 2.190 -2.654 -0.477  0.37
C 3.466 -2.714 -1.043  -0.28
C 4.432 -3.451 -0.386  -0.15
C 4.112 -4.101 0.798  -0.30
C 2.817 -3.979 1.271  0.05
N 1.881 -3.278 0.658  -0.46
H 3.769 3.586 -0.969  0.22
H 3.631 5.348 -1.048  0.22
H 2.386 4.324 -1.773  0.21
H 1.553 5.240 0.357  0.20
H 2.976 4.630 1.224  0.17
H 4.177 2.854 1.235  0.22
H 5.084 0.731 1.994  0.21
H 3.618 -1.250 2.234  0.22
H 1.232 -1.072 1.656  0.25
H -0.468 0.247 2.648  0.24
H -1.631 1.475 2.072  0.21
H -3.524 0.554 1.529  0.40
H -3.536 -2.102 0.286  0.24
H -3.847 0.291 -1.079  0.24
H -4.630 -1.212 -1.589  0.21
H -6.537 0.259 -1.330  0.21
H -5.847 0.997 0.119  0.19
H -7.385 -0.686 1.020  0.21
H -6.847 -1.866 -0.179  0.20
H -5.433 -2.492 1.639  0.22
H -5.334 -0.839 2.237  0.20
H 1.390 1.286 -1.320  0.23
H 0.443 2.707 -1.804  0.24
H -1.132 1.265 -3.041  0.22
H 0.530 1.027 -3.623  0.22
H -0.955 -0.801 -1.672  0.23
H -0.627 -1.131 -3.380  0.24
H 0.286 -1.992 -0.453  0.46
H 3.675 -2.196 -1.962  0.26
H 5.430 -3.518 -0.795  0.22
H 4.845 -4.684 1.334  0.22
H 2.504 -4.462 2.188  0.19

Results
energy relative to the best compared isomer or geometry (same formula, charge and spin): 12.9 kJ/mol
structure (SMILES): CCOc1ccccc1N(CC(=O)NC1CCCC1)C(=O)CCCC(=O)Nc1ccccn1

=====

What did the first record say?
A gas-phase ion, C3H10N3S (charge +1) at a distorted geometry, computed with ωB97M-V/def2-TZVPD.

Each line ends with the natural charge from an NBO analysis.
Cartesian coordinates (Å):
C -2.239 0.123 0.714  -0.40
C 2.539 -0.504 -0.373  -0.69
C -0.156 -0.863 -0.149  -0.51
N 0.890 1.854 -0.002  -0.28
N 0.223 1.681 0.902  -0.08
N -1.517 -0.718 -0.311  -0.52
S 0.917 0.077 -1.156  0.56
H -3.219 0.435 0.301  0.22
H -2.352 -0.374 1.633  0.24
H -1.602 0.980 0.659  0.24
H 3.304 0.213 -0.605  0.25
H 2.898 -1.449 -0.919  0.27
H 2.140 -0.722 0.635  0.25
H 0.295 -1.454 0.588  0.23
H 1.526 2.576 -0.197  0.38
H -2.073 -1.580 -0.407  0.43
H -1.576 -0.276 -1.313  0.44

Results
energy relative to the best compared isomer or geometry (same formula, charge and spin): 592.9 kJ/mol
net charge: +1

=====

Which formula does entry 3 have? C6H12